{"formula": "C26H57FN9O4P2", "method": "ωB97M-V/def2-TZVPD", "multiplicity": 1, "relative_energy_kcal_mol": 0.0, "total_charge": 1, "elements": ["C", "C", "O", "C", "O", "C", "C", "C", "C", "C", "N", "C", "C", "F", "N", "C", "C", "C", "C", "N", "H", "H", "H", "H", "H", "H", "H", "H", "H", "H", "H", "H", "H", "H", "H", "H", "H", "H", "H", "H", "H", "O", "P", "N", "C", "C", "N", "C", "C", "N", "C", "C", "H", "H", "H", "H", "H", "H", "H", "H", "H", "H", "H", "H", "H", "H", "H", "H", "H", "H", "O", "P", "N", "C", "C", "N", "C", "C", "N", "C", "C", "H", "H", "H", "H", "H", "H", "H", "H", "H", "H", "H", "H", "H", "H", "H", "H", "H", "H"], "xyz": [[0.311, -4.183, -2.271], [0.628, -4.450, -0.801], [1.548, -3.452, -0.311], [2.525, -3.951, 0.506], [3.421, -4.630, 0.083], [2.397, -3.582, 1.964], [3.274, -2.363, 2.315], [2.470, -1.031, 2.342], [2.355, -0.338, 3.669], [2.817, 0.968, 3.743], [2.707, 1.660, 4.866], [3.183, 3.054, 4.849], [2.749, 3.707, 3.544], [2.588, 5.052, 3.707], [2.179, 1.216, 5.978], [1.765, -0.030, 5.951], [1.821, -0.878, 4.831], [1.314, -2.292, 4.900], [1.017, -2.772, 6.300], [-0.148, -2.728, 6.774], [0.225, -5.113, -2.828], [1.084, -3.554, -2.706], [-0.638, -3.657, -2.365], [1.055, -5.447, -0.704], [-0.297, -4.422, -0.223], [1.352, -3.434, 2.232], [2.754, -4.433, 2.543], [4.026, -2.248, 1.537], [3.800, -2.507, 3.256], [2.867, -0.338, 1.601], [1.449, -1.256, 2.017], [3.259, 1.404, 2.857], [2.701, 3.579, 5.671], [4.250, 3.122, 5.048], [1.874, 3.220, 3.112], [3.554, 3.559, 2.819], [1.319, -0.419, 6.854], [2.123, -2.930, 4.540], [0.454, -2.444, 4.246], [1.874, -3.161, 6.859], [-0.174, -3.114, 7.716], [2.294, 2.322, 0.430], [2.625, 1.678, -0.887], [3.286, 2.966, -1.771], [3.332, 3.025, -3.220], [4.533, 3.478, -1.209], [1.017, 1.317, -1.441], [0.354, 2.188, -2.407], [0.083, 1.045, -0.350], [3.359, 0.365, -1.774], [2.581, -0.514, -2.643], [4.214, -0.458, -0.888], [4.101, 2.371, -3.652], [3.556, 4.050, -3.520], [2.381, 2.781, -3.677], [5.378, 2.798, -1.394], [4.436, 3.618, -0.132], [4.773, 4.449, -1.642], [0.445, 3.251, -2.150], [-0.706, 1.940, -2.471], [0.728, 2.030, -3.418], [-0.302, 1.963, 0.111], [0.555, 0.449, 0.434], [-0.762, 0.472, -0.738], [1.756, -1.019, -2.138], [3.260, -1.276, -3.034], [2.201, 0.027, -3.506], [3.622, -1.053, -0.179], [4.887, 0.186, -0.312], [4.838, -1.134, -1.471], [-3.026, 0.208, -2.751], [-4.469, 0.136, -2.371], [-5.209, -0.429, -3.792], [-6.607, -0.233, -4.120], [-4.787, -1.776, -4.166], [-4.796, 1.838, -2.143], [-5.460, 2.615, -3.184], [-3.613, 2.566, -1.696], [-5.700, -0.377, -1.243], [-6.571, 0.571, -0.558], [-5.141, -1.327, -0.255], [-7.279, -0.885, -3.544], [-6.753, -0.454, -5.179], [-6.927, 0.793, -3.982], [-5.236, -2.543, -3.517], [-3.702, -1.865, -4.101], [-5.071, -1.989, -5.197], [-5.044, 2.434, -4.183], [-5.368, 3.679, -2.962], [-6.534, 2.426, -3.206], [-2.942, 2.808, -2.529], [-3.046, 1.981, -0.971], [-3.908, 3.496, -1.206], [-6.037, 1.324, 0.023], [-7.209, 0.004, 0.124], [-7.241, 1.063, -1.260], [-4.463, -0.836, 0.454], [-4.580, -2.114, -0.768], [-5.938, -1.815, 0.305]]}